DFT (wB97M-V/def2-TZVPD) results for 5 unconnected molecules or ions with the total composition C25H30F32N3O4 in a non-equilibrium geometry.

XYZ file:
```
94
Properties=species:S:1:pos:R:3:lowdin_charge:R:1
F 4.1726 -1.9585 -3.4846 0.1441
F 5.4080 -2.1617 -5.8714 0.0896
F 7.0633 -5.1546 -5.1259 0.1099
F 1.6392 -1.8578 -4.4222 0.0598
F 2.7356 -2.9959 -2.2270 0.1264
F -0.8839 -7.0372 -0.1216 0.0971
F -1.6971 -1.2907 7.6323 0.1108
F -2.0506 -0.2846 2.9504 0.1199
F 5.0137 -4.9373 -5.8692 0.1408
F -4.0602 -7.3899 1.3009 0.1550
F 2.5943 7.9242 1.0847 0.1093
F 0.9815 7.1971 -0.2077 0.1279
F -4.2849 -0.4314 4.6343 0.1082
F -2.8986 0.8917 6.5699 0.1573
F 6.8106 -3.3373 -7.0682 0.1100
F -1.4712 6.5961 2.7963 0.1759
F -4.6768 -0.4738 2.4822 0.0834
F -3.3873 5.6656 1.0806 0.1131
F -0.9114 -2.7471 1.7549 0.0931
F -3.4980 -5.9492 -0.2244 0.1468
F -1.8051 6.6364 -0.0643 0.1085
F 2.8555 -3.1294 -5.7227 0.1192
F -0.7964 8.7641 1.2859 0.0974
F -1.9365 -1.5430 5.4704 0.0939
F -2.4912 -8.4207 -0.6637 0.1082
F -2.9453 1.4921 2.0318 0.0748
F -1.5459 4.4145 2.6116 0.1187
F -1.3629 -4.5818 -1.1896 0.1150
F 0.0646 -3.0021 -0.6985 0.0744
F -0.1397 -4.7593 1.3424 0.1502
F -0.8737 1.2718 7.2583 0.1497
F 0.8699 9.8241 0.3450 0.1105
O -2.5552 -5.8813 1.8191 0.0575
O -1.2190 1.1487 5.0955 0.0531
O 4.1096 -4.2102 -3.4360 0.0606
O 0.1172 5.4825 1.6662 0.0397
N -1.6302 -0.0382 -0.6724 0.1557
N -0.8594 1.9510 -1.5302 -0.0133
N -1.6082 0.3545 -3.0831 0.1850
C 1.6039 1.6381 -1.6608 -0.1976
C -2.1423 1.7263 4.1975 -0.0448
C 3.3980 -3.0583 -3.4138 -0.5493
C -1.1502 -3.5333 -0.3832 -0.3114
C -1.2065 5.5743 1.9796 -0.5451
C 2.3132 -3.0441 -4.5024 -0.2701
C -2.0901 5.5858 0.7249 -0.2979
C -2.4635 -4.4814 1.6915 -0.0400
C -1.2828 -0.8525 6.4276 -0.2851
C 5.9680 -4.3435 -5.1263 -0.4460
C -1.6041 0.6457 6.3094 -0.5453
C 1.7930 0.1305 -1.8847 -0.0742
C -1.9712 -7.6883 0.3415 -0.2826
C -2.8367 0.7829 3.2039 -0.4306
C -4.2598 0.3059 3.5127 -0.3023
C -3.0279 -6.6756 0.8093 -0.5428
C 0.5395 8.9490 1.3146 -0.3055
C 5.5101 -4.2551 -3.6631 -0.0278
C -1.3585 0.7629 -1.7989 -0.3647
C 1.2654 7.6259 1.0427 -0.4424
C 0.4270 1.9512 -0.7501 -0.1182
C 1.0623 6.4752 2.0378 -0.0311
C 6.4255 -3.0493 -5.8104 -0.3062
C -0.9249 2.9805 -2.5857 -0.0050
C -1.1624 -3.9220 1.0988 -0.4363
H 0.8970 6.8399 3.0512 0.1507
H 0.3521 1.1930 0.0243 0.1199
H -1.5362 2.3674 3.5636 0.1243
H -0.8392 0.0606 -3.6649 0.1186
H -1.0720 -0.8907 -0.7306 0.0712
H 2.4832 2.0375 -1.1545 0.1226
H -2.4703 -4.1113 2.7161 0.1536
H -0.2085 -1.0149 6.3240 0.1761
H -1.9102 -2.7743 -0.5914 0.1496
H -0.4317 2.7114 -3.5135 0.0938
H 2.8594 -0.0746 -1.9601 0.0800
H 6.0375 -3.4672 -3.1251 0.1484
H 0.5319 2.9133 -0.2520 0.1205
H -1.9619 3.2127 -2.8073 0.1050
H 1.4292 -0.4681 -1.0495 0.0771
H -2.5428 0.2906 -3.4500 0.1256
H -4.9427 1.1532 3.6119 0.1763
H 1.5587 2.1582 -2.6162 0.1087
H 1.6146 -3.8685 -4.3532 0.1787
H -2.5987 -0.3530 -0.7154 0.1194
H -0.4373 3.8653 -2.1842 0.1023
H 2.0151 5.9490 2.0449 0.1491
H -3.3391 -4.0560 1.1989 0.1489
H 7.2668 -2.6029 -5.2739 0.1738
H -1.6829 -8.3408 1.1670 0.1780
H -2.8581 2.3752 4.7032 0.1539
H -1.9192 4.6608 0.1667 0.1593
H 5.8194 -5.1999 -3.2204 0.1520
H 1.3814 -0.1995 -2.8355 0.0512
H 0.8327 9.3614 2.2834 0.1763
```

Output
E_HOMO (eV): -13.633
Net charge: +1
M (g mol⁻¹): 1044.5
Kohn-Sham gap (eV): 9.17
2S+1: 1


DFT (wB97M-V/def2-TZVPD) results for 5 unconnected molecules or ions with the total composition C15H29Cl8FO3S in a non-equilibrium geometry.

XYZ file:
```
57
Properties=species:S:1:pos:R:3:lowdin_charge:R:1
Cl 4.5457 -3.3633 6.1881 0.5358
Cl 5.0833 -3.3360 -0.6214 0.5419
Cl 1.1399 -3.4387 6.1914 0.5332
Cl 1.7634 6.6365 -3.1901 0.5933
Cl 3.1566 -0.9893 -2.1562 0.5787
Cl -1.0161 6.3717 -1.2847 0.5439
Cl 2.2413 3.2086 -4.7784 0.5408
Cl -0.6057 1.6722 -3.6857 0.5490
S -0.4581 -0.9382 1.1392 0.5764
F -6.6582 -0.5167 0.0638 -0.0435
O 0.2209 -1.1849 -0.2692 -0.2432
O 0.5311 -1.2036 2.1023 -0.2588
O -1.0898 0.3247 1.1926 -0.2386
C -0.7116 -1.2684 -1.3673 -0.1963
C 1.0262 7.9299 -2.2118 -0.6484
C -3.8384 -2.9683 0.0714 -0.1424
C -2.6003 -2.0678 -0.0325 -0.3490
C 3.4709 -3.3609 4.7653 -0.6670
C 2.1918 -2.6071 5.0145 -0.6649
C 1.4714 3.3838 -3.1797 -0.7095
C 0.4080 7.3896 -0.9493 -0.6625
C 0.8247 2.1076 -2.7125 -0.6580
C 4.5942 -1.7551 0.0408 -0.6560
C -5.1607 -2.3069 -0.2970 -0.1733
C -5.3619 -0.9436 0.2959 -0.2227
C 3.2145 -1.3540 -0.4087 -0.6648
C -1.6627 -2.4293 -1.1768 -0.1295
C -1.7441 -2.1775 1.2364 -0.1585
H -5.1413 -0.9064 1.3571 0.1270
H -2.1792 -2.6531 -2.0968 0.1332
H 4.6103 -1.8454 1.1254 0.0650
H 0.4800 2.2267 -1.6858 0.0764
H 1.8167 8.6354 -1.9619 0.0734
H 0.0735 8.2141 -0.3223 0.0725
H -1.0440 -3.2538 -0.8538 0.1267
H -1.2190 -3.1215 1.2176 0.1148
H 2.4859 -2.1332 -0.2059 0.0558
H -4.7068 -0.2331 -0.1941 0.1122
H -1.2776 -0.3549 -1.4860 0.1060
H 1.1192 6.7915 -0.3859 0.0676
H 2.9050 -0.4513 0.1148 0.0747
H 0.2917 8.4372 -2.8312 0.0692
H -2.3028 -2.0151 2.1416 0.1181
H 1.5121 1.2671 -2.7473 0.0182
H 2.3870 -1.6066 5.3901 0.0707
H -5.9529 -2.9363 0.0892 0.1165
H 3.2750 -4.3945 4.4933 0.0679
H 4.0193 -2.8857 3.9539 0.0623
H 5.3390 -1.0227 -0.2592 0.0692
H -0.1281 -1.4414 -2.2567 0.1183
H 1.6275 -2.5232 4.0870 0.0485
H -3.9195 -3.3247 1.0898 0.1140
H -5.3258 -2.2553 -1.3623 0.1172
H -2.8340 -1.0192 -0.1508 0.1110
H 2.2546 3.6731 -2.4818 0.0653
H -3.6931 -3.8014 -0.6025 0.1163
H 0.7523 4.1914 -3.2459 0.0058
```

Output
E_HOMO (eV): -10.671
Net charge: 0
M (g mol⁻¹): 592.1
Kohn-Sham gap (eV): 10.99
SMILES: O=S1(=O)C[C@H](CCCF)CCO1.ClCCCl.ClCCCl.ClCCCl.ClCCCl
2S+1: 1


DFT (wB97M-V/def2-TZVPD) results for a molecular structure, C3H13N2O in a non-equilibrium geometry.

XYZ file:
```
19
Properties=species:S:1:pos:R:3:lowdin_charge:R:1
O -1.9260 0.1128 -0.5543 -0.1293
N -2.3944 -0.1520 1.9687 0.1446
N 2.0321 0.4620 -1.2136 0.1396
C 0.8272 0.5341 -0.4229 -0.0739
C 0.7028 -0.4269 0.4920 -0.0305
C 1.8898 -1.1100 1.1431 -0.0354
H -0.0263 1.2366 -0.6757 0.1386
H -2.6281 -0.2570 -1.1788 0.0738
H -1.9080 2.0753 -6.7700 -0.0029
H -2.3585 -0.1466 0.8816 -0.0214
H 2.9217 0.6393 -0.7051 0.1313
H -2.3258 0.7274 2.4547 0.0521
H 1.7076 -1.4921 2.1619 0.0963
H -3.2536 -0.6207 2.2173 0.0527
H 2.0536 1.1076 -2.0483 0.1414
H 2.6784 -0.3176 1.2654 0.1034
H 2.3111 -1.9794 0.5488 0.1300
H -0.2571 -0.5046 1.0467 0.0865
H -1.4905 2.4766 -7.3232 0.0030
```

Output
E_HOMO (eV): -13.437
Net charge: +1
M (g mol⁻¹): 93.1
Kohn-Sham gap (eV): 4.46
2S+1: 1
Energy relative to the best compared isomer or geometry (same formula, charge and spin) (kcal/mol): 206.2


DFT (wB97M-V/def2-TZVPD) results for a single C3H6OS2 molecule in a non-equilibrium geometry.

XYZ file:
```
12
Properties=species:S:1:pos:R:3:lowdin_charge:R:1
S 1.8299 0.4591 0.0414 0.5182
S 3.2397 -1.1997 0.1846 0.1373
O 2.5538 1.7114 0.2126 -0.5422
C -1.1910 -0.7919 0.7124 -0.0732
C -0.8130 -0.0092 -0.6797 -0.3106
C 0.1974 1.0244 -0.5202 -0.2172
H -1.7264 -0.0467 1.3930 0.0978
H -1.6803 0.3937 -1.0064 0.0604
H -0.3192 -1.2815 1.2226 0.0657
H -0.0477 2.0864 -0.4698 0.0923
H -1.7094 -1.6619 0.3461 0.0495
H -0.3339 -0.6841 -1.4366 0.1221
```

Output
E_HOMO (alpha / beta) (eV): -8.750 / -9.050
Net charge: 0
M (g mol⁻¹): 122.2
Kohn-Sham gap (alpha / beta) (eV): 7.10 / 7.35
SMILES: CCC=S(=O)=S
2S+1: 1
Energy relative to the best compared isomer or geometry (same formula, charge and spin) (kcal/mol): 115.4